No. 1
Entry from OMol25: a structure of composition C5H12InO5 in a non-equilibrium geometry (the ωB97M-V functional and the def2-TZVPD basis).

XYZ file:
```
23
Properties=species:S:1:pos:R:3
In -2.06005 0.95349 -2.05674
C -1.09973 2.62081 1.55400
O -1.72563 2.47418 0.37952
H -1.61525 2.18027 2.41455
H -0.17005 2.00314 1.46576
H -0.73134 3.63513 1.74597
C -2.08577 -3.04620 -0.94140
O -2.23461 -1.72827 -1.11632
H -1.69252 -3.38000 0.03723
H -3.00413 -3.64336 -1.03361
H -1.37856 -3.48999 -1.67222
C 0.61395 -1.59535 1.28039
O 1.67653 -0.76755 0.84706
C 1.44910 0.10571 -0.09125
O 0.38167 0.30707 -0.64114
O 2.52082 0.87867 -0.23966
C 2.53305 1.78880 -1.36977
H -0.31249 -1.01621 1.31688
H 0.77579 -1.95803 2.29062
H 0.42114 -2.42894 0.61152
H 2.98688 2.64774 -0.87583
H 1.56079 2.06277 -1.76559
H 3.19042 1.39614 -2.13996
```

Summary:
Energy ... -763.5182 a.u.
HOMO level ... -12.1 eV
Net charge ... +1
Frontier orbital gap ... 3.08 eV
LUMO energy ... -9.0 eV
Relative energy (zero: lowest compared OMol25 entry of this formula, charge and spin) ... 55.8 kcal per mole

No. 2
Entry from OMol25: an isolated molecule of C7H9P in a non-equilibrium geometry (the ωB97M-V functional and the def2-TZVPD basis).

XYZ file:
```
17
Properties=species:S:1:pos:R:3
C 0.45624 1.19060 -2.51537
P -0.54838 0.20535 -1.24657
C 0.52685 -1.20909 -0.70770
C 0.31619 -1.83774 0.40968
C -0.60641 -1.54967 1.49624
C -0.86293 -0.35985 2.12261
C -0.45445 0.94523 1.67716
C -0.31731 1.25427 0.31757
H 0.01771 1.51462 -3.41802
H 1.36593 0.57188 -2.91109
H 0.84849 2.16882 -2.02296
H 1.34029 -1.33046 -1.34797
H 0.82248 -2.87538 0.45722
H -0.86611 -2.44763 2.07932
H -1.42993 -0.31490 3.05951
H -0.58942 1.74196 2.39189
H -0.01924 2.33199 0.15848
```

Summary:
Energy ... -613.3788 a.u.
HOMO level ... -7.8 eV
Frontier orbital gap ... 8.06 eV
LUMO energy ... 0.2 eV
Relative energy (zero: lowest compared OMol25 entry of this formula, charge and spin) ... 31.3 kcal per mole
SMILES string ... CP1C=CC=CC=C1

No. 3
Entry from OMol25: a structure of composition C4H4N3O in a non-equilibrium geometry (the ωB97M-V functional and the def2-TZVPD basis).

XYZ file:
```
12
Properties=species:S:1:pos:R:3
C -1.83243 0.91770 0.01549
C 1.47174 0.10624 -0.42488
C -0.45526 -1.10929 0.16089
C -0.84739 0.24412 0.71773
N -2.73933 1.42286 -0.42396
N 0.89561 -1.08682 -0.45610
N 0.77013 1.06772 0.07456
O -1.19545 -2.04383 0.09072
H 2.40837 0.12176 -0.91506
H -0.71778 0.25786 1.74378
H 1.17848 -1.93266 -0.88349
H 1.06333 2.03434 0.30032
```

Summary:
Energy ... -393.9928 a.u.
HOMO level ... -16.2 eV
Net charge ... +1
Frontier orbital gap ... 10.35 eV
LUMO energy ... -5.8 eV
Relative energy (zero: lowest compared OMol25 entry of this formula, charge and spin) ... 22.9 kcal per mole

No. 4
Entry from OMol25: a cluster of 2 separate species, C33H34NO2 in total in a non-equilibrium geometry (the ωB97M-V functional and the def2-TZVPD basis).

XYZ file:
```
70
Properties=species:S:1:pos:R:3
C -5.49390 -2.99293 -1.02099
N -4.14455 -2.57129 -0.61116
C -3.04932 -3.42552 -0.62643
C -1.78284 -3.00736 -1.00907
C -0.74024 -3.94734 -1.53350
C -1.28175 -5.31639 -1.99204
C -2.29680 -5.91340 -1.02234
C -3.22291 -4.91246 -0.27099
C -3.89657 -1.18210 -0.75138
C -3.09541 -0.48679 0.17910
C -2.78020 0.85809 -0.05312
C -3.08293 1.44419 -1.28966
C -3.91366 0.76942 -2.18717
C -4.41635 -0.49114 -1.85899
H -6.17323 -2.13955 -0.90847
H -5.51879 -3.29123 -2.08113
H -5.89389 -3.79581 -0.39157
H -1.51687 -1.94878 -0.99828
H -0.28663 -3.46930 -2.41653
H 0.08240 -4.10630 -0.80659
H -1.73985 -5.20372 -2.98288
H -0.44009 -6.01334 -2.08819
H -2.89451 -6.66538 -1.55991
H -1.74546 -6.47049 -0.24983
H -2.98355 -5.04249 0.80932
H -4.27666 -5.21936 -0.36453
H -2.71027 -1.00047 1.06631
H -2.23759 1.43975 0.69985
H -2.64283 2.40832 -1.55067
H -4.16975 1.22462 -3.14563
H -5.14817 -0.97103 -2.51042
C 5.95173 3.67356 -3.50702
O 4.71960 3.30622 -4.18853
C 3.81674 2.57218 -3.47669
C 3.13843 1.50210 -4.13554
C 2.47719 0.54754 -3.40337
C 2.21660 0.75308 -2.00570
C 1.49211 -0.17005 -1.19845
C 1.50582 -0.00606 0.24211
C 0.26305 0.22495 0.86523
C 0.19326 0.81916 2.11062
C 1.36827 0.95764 2.86698
O 1.25099 1.09329 4.25768
C 1.47691 2.27984 4.96758
C 0.48456 2.62035 5.89949
C 0.41842 3.93825 6.35332
C 1.44575 4.83561 6.03588
C 2.54000 4.42112 5.26832
C 2.57110 3.12519 4.72814
C 2.62265 0.72244 2.27760
C 2.69627 0.16475 1.00997
C 2.68802 1.99720 -1.44170
C 3.52925 2.85355 -2.11605
H 6.68109 3.80446 -4.30568
H 5.79757 4.59934 -2.94814
H 6.24450 2.87563 -2.81917
H 3.25234 1.40063 -5.21117
H 2.12643 -0.38220 -3.87218
H 0.88806 -0.95389 -1.65007
H -0.61510 0.05256 0.24709
H -0.76042 1.14647 2.52611
H -0.27277 1.87597 6.15215
H -0.43583 4.23513 6.96914
H 1.41380 5.84791 6.43402
H 3.37748 5.10344 5.08513
H 3.41325 2.79127 4.11450
H 3.51762 0.91404 2.86601
H 3.66504 -0.11321 0.57140
H 2.37421 2.28388 -0.43820
H 3.95913 3.72624 -1.60393
```

Summary:
Energy ... -1482.7562 a.u.
HOMO level ... -9.3 eV
Net charge ... +1
Frontier orbital gap ... 3.90 eV
LUMO energy ... -5.4 eV
Relative energy (zero: lowest compared OMol25 entry of this formula, charge and spin) ... 71.1 kcal per mole

No. 5
Entry from OMol25: a structure of composition C29H35N5O7SSc (the ωB97M-V functional and the def2-TZVPD basis).

XYZ file:
```
78
Properties=species:S:1:pos:R:3
Sc -0.84671 0.42289 0.42278
O -4.45630 0.96602 0.24744
C -3.46171 1.34421 0.80484
O -2.55625 0.51650 1.34858
C -3.06983 2.82084 0.92232
C -1.98882 3.02761 1.98022
C -1.73488 4.50299 2.26213
C -0.92227 4.93812 1.02091
C -0.92831 3.66454 0.19564
O -0.79181 2.62707 1.22702
C -2.33742 3.37711 -0.36118
C -2.22043 2.37826 -1.49613
O -2.72291 2.47607 -2.57855
O -1.42957 1.36456 -1.13396
H -3.97613 3.39193 1.11884
H -2.08183 2.39016 2.85402
H -2.67147 5.04653 2.37739
H -1.15863 4.63084 3.17641
H -1.36962 5.76572 0.47347
H 0.09477 5.21555 1.29073
H -0.12035 3.54380 -0.52230
H -2.82100 4.28046 -0.72802
N 1.49754 -3.10702 -0.10388
C 0.69927 -2.72920 1.06615
C 1.55139 -1.95261 2.05952
C 0.70237 -1.32811 3.15982
N -0.02603 -0.13317 2.63054
C -0.22616 -2.36411 3.79435
C -0.97957 -3.27703 2.82981
N -2.01507 -2.51821 2.12061
C -0.02299 -3.86336 1.78683
H 1.53116 -1.56067 -1.22394
H 0.94939 -3.70651 -0.71506
H 2.30499 -3.65690 0.17422
H -0.10486 -2.09038 0.68758
H 2.12831 -1.17407 1.56117
H 2.26956 -2.63794 2.52567
H 1.36760 -0.97307 3.95150
H 0.57355 0.67530 2.78617
H -0.85777 0.03377 3.19049
H -0.92273 -1.87717 4.48436
H 0.40646 -2.99965 4.42065
H -1.40271 -4.09533 3.42320
H -2.60689 -1.99561 2.75721
H -2.62984 -3.15824 1.62886
H -0.58199 -4.47536 1.07221
H 0.70624 -4.52399 2.26824
O 1.28611 0.62590 0.14212
S 1.87364 0.65389 -1.22653
O 1.50200 1.72942 -2.08444
N 1.48280 -0.76142 -1.88031
C 0.51698 -0.84591 -2.93452
C 0.92152 -0.65047 -4.22151
C 0.00480 -0.72718 -5.28876
C -1.29802 -1.03100 -5.03553
C -1.74040 -1.24637 -3.70892
C -3.09743 -1.52903 -3.42784
C -3.50123 -1.70701 -2.14259
C -2.53773 -1.57528 -1.12490
N -1.26834 -1.29630 -1.33370
C -0.84045 -1.14000 -2.63026
C 3.59843 0.65021 -0.94827
C 4.32377 1.74751 -1.38328
C 5.69189 1.77443 -1.13862
C 6.30552 0.71958 -0.48594
C 5.56253 -0.38233 -0.07187
C 4.20021 -0.42479 -0.30187
H 1.96340 -0.43192 -4.41196
H 0.34549 -0.55263 -6.29929
H -2.01649 -1.10241 -5.84173
H -3.80241 -1.58565 -4.24788
H -4.53051 -1.89964 -1.88050
H -2.84275 -1.64629 -0.08977
H 3.83248 2.56075 -1.89739
H 6.27682 2.62241 -1.46746
H 7.37086 0.74664 -0.30173
H 6.05201 -1.20878 0.42522
H 3.62475 -1.28948 0.00117
```

Summary:
Energy ... -3085.5242 a.u.
HOMO level ... -11.4 eV
Net charge ... +1
Frontier orbital gap ... 8.87 eV
LUMO energy ... -2.6 eV
Relative energy (zero: lowest compared OMol25 entry of this formula, charge and spin) ... 0.0 kcal per mole

No. 6
Entry from OMol25: an isolated molecule of C10H19BrO2 in a non-equilibrium geometry (the ωB97M-V functional and the def2-TZVPD basis).

XYZ file:
```
32
Properties=species:S:1:pos:R:3
C -1.03661 3.37358 0.98457
C -1.34583 2.46446 -0.23107
C -0.11318 2.28755 -1.12896
C 0.81328 1.16221 -0.62807
C 0.47810 -0.14523 -1.36043
C 1.55355 -1.21753 -1.29481
C 1.89043 -1.75830 0.11040
C 0.77130 -1.73220 1.15179
C -0.17668 -2.93975 1.19398
Br -0.33756 -3.94507 -0.49781
O -1.45510 -2.60174 1.68483
C -2.17744 -1.74082 0.91079
O -2.69026 -0.83495 1.39180
H -0.10881 3.89737 0.78956
H -0.92856 2.78444 1.88478
H -1.83766 4.08005 1.13966
H -1.65839 1.48140 0.10933
H -2.12087 2.93844 -0.82376
H -0.46536 2.08306 -2.13781
H 0.46598 3.20321 -1.19811
H 1.82841 1.41946 -0.91184
H 0.71152 1.06416 0.44751
H -0.49565 -0.52642 -1.06214
H 0.35919 0.11364 -2.40808
H 2.46541 -0.82247 -1.73336
H 1.24349 -2.04146 -1.92501
H 2.28550 -2.76637 0.02375
H 2.69978 -1.15128 0.50405
H 0.20871 -0.81094 1.15171
H 1.26258 -1.74681 2.12041
H 0.22365 -3.64454 1.89843
H -2.31293 -1.92717 -0.15609
```

Summary:
Energy ... -3116.8963 a.u.
HOMO level ... -10.3 eV
Frontier orbital gap ... 10.93 eV
LUMO energy ... 0.6 eV
Relative energy (zero: lowest compared OMol25 entry of this formula, charge and spin) ... 2.4 kcal per mole
SMILES string ... CCCCCCCC[C@H](Br)OC=O

The lowest energy belongs to which entry?
C10H19BrO2

Look up the relative energy (zero: lowest compared OMol25 entry of this formula, charge and spin) of the fifth one.
0.0 kcal per mole